Entry 1:
82
Properties=species:S:1:pos:R:3 method="wB97M-V/def2-TZVPD" energy_ha=-18176.7306 e_homo_ev=-4.87 total_charge=-1
O -1.77422 1.82841 0.83632
C -0.63308 1.14185 0.58504
C 0.63392 1.49133 1.17741
C 0.75631 2.67093 2.15598
C 0.70778 2.11849 3.58424
C -0.67874 2.08016 4.24630
S -0.79343 0.41088 4.85697
C 1.76827 0.79844 0.90499
C 1.76504 -0.27366 0.00379
Br 3.33364 -1.17573 -0.25919
C 0.59766 -0.61214 -0.66270
N 0.41028 -1.58458 -1.58786
S -1.08153 -1.54023 -2.04740
N -1.66870 -0.33606 -1.10922
C -0.62524 0.06043 -0.42419
H -1.91999 2.52549 0.18240
H 1.69427 3.17369 1.97050
H -0.05382 3.36501 1.96151
H 1.41448 2.60031 4.24364
H 1.01916 1.09200 3.49937
H -1.51348 2.21413 3.56750
H -0.72614 2.84740 5.00740
H 0.49415 0.11326 5.14228
H 2.68865 1.07346 1.39099
N 1.76215 5.66238 -0.98480
C 1.81388 7.02732 -0.97582
C 0.62278 7.50264 -0.49566
C -0.18197 6.37400 -0.19766
C 0.55167 5.25656 -0.50830
H 2.49974 5.05235 -1.29346
H 2.69100 7.54427 -1.31772
H 0.36019 8.53983 -0.37188
H -1.18332 6.38132 0.19919
H 0.31486 4.21142 -0.43210
F -2.61757 -2.66011 2.66203
P -2.88657 -2.56333 4.30856
F -3.80095 -3.89402 4.09876
F -4.20792 -1.70801 3.93401
F -2.46499 -3.39924 5.66517
F -2.78767 -1.20110 5.45015
F -1.22821 -2.26128 4.20181
Mg 4.13257 8.28948 -0.50149
C 1.84164 -5.33909 4.45451
Br 2.30328 -6.10214 2.76605
Br 0.50412 -3.95640 4.26097
Br 1.29007 -6.66488 5.75363
H 2.73140 -4.86846 4.84553
B -4.56514 -3.22533 -5.66692
O -4.91622 -2.57282 -4.37547
C -3.89334 -1.85700 -3.97800
O -3.83548 -1.19607 -2.97241
C -2.76917 -1.99276 -5.00838
O -1.69565 -1.45239 -4.93326
O -3.17517 -2.78472 -5.97016
O -4.65287 -4.68899 -5.56461
C -5.53261 -5.12840 -6.46239
O -5.83917 -6.26764 -6.63929
C -6.08083 -3.91321 -7.22375
O -6.89106 -3.93404 -8.10038
O -5.49567 -2.82282 -6.73457
Ca -1.70173 -1.17742 6.81224
C 1.19899 1.16926 -3.53267
C 1.12093 2.58749 -3.02989
O 2.20217 3.20919 -3.67976
C 2.39269 2.53346 -4.86605
O 3.03273 2.94154 -5.76593
O 1.73291 1.35141 -4.84625
F 1.32041 2.65178 -1.67332
H 1.88500 0.55838 -2.94271
H 0.22371 0.68593 -3.56276
H 0.19533 3.10873 -3.28003
B 3.81795 -0.37310 4.17359
F 3.95202 -1.70051 3.79952
F 2.51205 -0.18213 4.72647
F 4.76626 -0.02672 5.12543
F 3.96926 0.45962 3.02368
Br -1.01271 -0.70126 2.28927
C 4.06080 -6.13183 -0.85574
O 4.61081 -5.70902 -1.90055
O 3.49656 -5.08724 -0.06491
O 3.93454 -7.27380 -0.41185
H 3.75625 -4.36434 -0.65582

***

Entry 2:
15
Properties=species:S:1:pos:R:3 method="wB97M-V/def2-TZVPD" smiles="C/C=C/O.O=CO" energy_ha=-382.9126 e_homo_ev=-8.65 total_charge=0
C 2.28734 0.48989 0.53206
C 0.89346 1.02404 0.68502
C -0.12727 0.29358 1.12546
O -1.36959 0.80910 1.34020
H 2.66030 0.63076 -0.49064
H 2.99159 0.99687 1.20454
H 2.32501 -0.58162 0.76190
H 0.70851 2.07159 0.45539
H -0.00140 -0.76647 1.36196
H -2.00905 0.12488 1.09500
O -2.25300 -1.13740 -0.45666
C -1.42076 -1.18464 -1.33136
O -1.61890 -0.77368 -2.58105
H -0.39981 -1.56642 -1.21672
H -2.52487 -0.41931 -2.61758

***

Entry 3:
7
Properties=species:S:1:pos:R:3 method="wB97M-V/def2-TZVPD" smiles="O=NOS(=O)(=O)F" energy_ha=-853.6583 e_homo_ev=-12.17 total_charge=0
O 2.55276 -0.27910 -0.32524
N 1.62304 -0.06192 0.35758
O 0.43082 -0.07077 -0.50611
S -1.08489 -0.03910 0.05191
O -1.15343 -0.26466 1.41114
O -1.83703 -0.73721 -0.86024
F -1.40132 1.48441 -0.13920

***

Entry 4:
91
Properties=species:S:1:pos:R:3 method="wB97M-V/def2-TZVPD" energy_ha=-2249.9547 e_homo_ev=-6.85 total_charge=0
Ir -0.49165 0.09664 -0.04896
C 0.16568 -5.36476 5.16402
C -1.09397 -5.30417 4.58507
C -1.37757 -4.33783 3.63005
C -0.40828 -3.41254 3.25441
C 0.85363 -3.47788 3.84168
C 1.14234 -4.45422 4.78422
C -0.68526 -2.34125 2.25262
C -0.70801 -1.03675 2.72048
C -0.73609 -0.61007 4.09338
C -0.98843 0.72151 4.09330
C -1.08083 1.14779 2.71736
C -1.30738 2.46525 2.24386
C -2.26362 3.34281 2.96770
C -2.54603 4.65277 2.55463
C -3.45477 5.44628 3.23441
C -4.14134 4.95302 4.33383
C -3.94070 3.63411 4.70824
C -3.03019 2.84080 4.02920
C -0.63516 2.90331 1.08684
N -0.27127 2.08809 0.04328
C 0.39776 2.85193 -0.88528
C 0.76602 2.43110 -2.16109
C 1.64629 3.35136 -2.94187
C 1.31446 3.79151 -4.22365
C 2.15170 4.64839 -4.92169
C 3.34150 5.08069 -4.35404
C 3.67161 4.67407 -3.06894
C 2.82652 3.82648 -2.36764
C 0.35486 1.20784 -2.72615
C 0.53752 0.78072 -4.09345
C -0.03958 -0.43578 -4.21742
C -0.52921 -0.80861 -2.91421
N -0.30076 0.22395 -2.05005
C -0.97419 -2.08323 -2.57150
C -1.10193 -2.58585 -1.27322
C -1.19881 -3.98053 -0.92201
C -1.04045 -4.06075 0.42082
C -0.89898 -2.71433 0.91410
N -0.98091 -1.85428 -0.13376
C -1.19323 -3.04707 -3.69423
C -2.43365 -3.11024 -4.31986
C -2.65793 -4.02117 -5.34369
C -1.64157 -4.87322 -5.75170
C -0.40117 -4.81473 -5.13043
C -0.17824 -3.90594 -4.10582
C 0.50669 4.19454 -0.37371
C -0.13793 4.23108 0.81335
N -0.87364 0.06902 1.91813
H 0.38546 -6.11716 5.91053
H -1.86118 -6.00815 4.88165
H -2.36318 -4.28814 3.18263
H 1.60970 -2.76058 3.54655
H 2.13104 -4.50163 5.22286
H -0.63041 -1.25559 4.95069
H -1.06598 1.37126 4.94955
H -2.08074 5.05415 1.67024
H -3.64176 6.45523 2.88919
H -4.84655 5.57626 4.86785
H -4.51193 3.20855 5.52351
H -2.94220 1.80218 4.30740
H 0.36937 3.49412 -4.65989
H 1.86533 4.99524 -5.90662
H 4.00729 5.72967 -4.90879
H 4.58468 5.02585 -2.60633
H 3.09533 3.51617 -1.36627
H 1.03569 1.33765 -4.86791
H -0.11089 -1.04563 -5.10353
H -1.32637 -4.79139 -1.62072
H -1.01108 -4.95198 1.02617
H -3.22561 -2.44527 -3.99630
H -3.62835 -4.06419 -5.82170
H -1.81567 -5.58525 -6.54836
H 0.39560 -5.47755 -5.44359
H 0.78649 -3.85463 -3.61450
H 0.98404 5.01680 -0.88128
H -0.21109 5.07563 1.47666
C 3.29251 0.27262 -0.76734
C 2.48531 -0.34258 0.37515
C 3.21686 -1.58831 0.87766
C 2.33715 0.66120 1.52114
O 1.23961 -0.81365 -0.11194
H 4.34670 0.37215 -0.49484
H 2.90477 1.25129 -1.03256
H 3.21458 -0.37330 -1.64510
H 4.11194 -1.31031 1.43674
H 3.50644 -2.21869 0.03450
H 2.55482 -2.17268 1.51882
H 3.30719 0.89356 1.96480
H 1.68284 0.25079 2.29519
H 1.88842 1.58645 1.15745

***

| no. | E_LUMO (eV) | frontier orbital gap (eV) |
| --- | --- | --- |
| 1 | -3.0 | 1.868 |
| 2 | 0.7 | 9.357 |
| 3 | -1.5 | 10.699 |
| 4 | -1.3 | 5.569 |